Entry from the OMol25 dataset: C36H54FN14O8PSc as an isolated structure (ωB97M-V with the def2-TZVPD basis set).

Last column: Löwdin charge in e.
Cartesian coordinates (Å):
Sc1 0.422 0.392 0.972  1.07
O1 1.066 1.194 2.540  -0.21
C1 0.623 2.088 3.423  -0.33
C2 1.255 3.328 3.562  -0.01
C3 0.876 4.217 4.550  -0.04
C4 -0.179 3.906 5.402  -0.05
C5 -0.875 2.729 5.217  -0.01
C6 -0.502 1.816 4.224  -0.10
C7 -1.277 0.608 3.959  -0.26
N1 -1.230 -0.137 2.855  0.04
C8 -2.158 -1.144 3.039  -0.13
C9 -2.762 -1.009 4.247  -0.04
N2 -2.198 0.103 4.813  0.14
H1 2.064 3.561 2.878  0.11
H2 1.402 5.157 4.657  0.12
H3 -0.458 4.586 6.195  0.12
H4 -1.738 2.525 5.839  0.12
H5 -2.330 -1.909 2.300  0.09
H6 -3.532 -1.584 4.730  0.13
H7 -2.417 0.458 5.729  0.17
N3 -0.875 5.810 -1.775  0.25
C10 0.121 4.696 -1.467  -0.24
C11 0.042 3.586 -2.522  -0.07
C12 -0.917 2.427 -2.166  -0.31
N4 -0.207 1.302 -1.524  0.06
C13 -2.028 2.924 -1.243  -0.10
C14 -1.483 3.442 0.096  -0.32
N5 -1.277 2.320 1.030  0.06
C15 -0.126 4.160 -0.069  -0.09
H8 -0.698 6.233 -2.688  0.18
H9 -0.819 6.549 -1.071  0.18
H10 -1.826 5.443 -1.768  0.15
H11 1.098 5.175 -1.514  0.16
H12 1.046 3.180 -2.645  0.12
H13 -0.242 4.012 -3.489  0.13
H14 -1.380 2.087 -3.096  0.15
H15 0.762 1.290 -1.838  0.04
H16 -0.619 0.429 -1.840  0.08
H17 -2.722 2.110 -1.047  0.09
H18 -2.622 3.687 -1.756  0.12
H19 -2.217 4.137 0.519  0.15
H20 -2.166 1.871 1.237  0.10
H21 -0.962 2.710 1.920  0.08
H22 0.652 3.420 0.114  0.10
H23 -0.010 4.946 0.683  0.14
N6 0.920 -3.078 2.732  -0.02
N7 1.175 -1.678 2.554  -0.04
H24 -0.072 -3.180 2.920  0.09
H25 1.404 -3.426 3.557  0.12
H26 2.162 -1.545 2.335  0.05
H27 0.993 -1.166 3.412  0.09
F1 4.809 4.415 3.724  0.12
C16 4.604 3.201 3.230  -0.20
C17 4.680 2.981 1.916  0.06
N8 4.427 1.736 1.366  0.01
C18 4.369 1.556 -0.068  -0.02
C19 2.936 1.609 -0.614  -0.58
O2 2.799 1.527 -1.866  -0.04
O3 2.002 1.791 0.197  -0.09
C20 3.997 0.686 2.145  -0.46
O4 3.674 -0.397 1.659  0.03
N9 4.004 0.925 3.487  0.24
C21 4.235 2.139 4.165  -0.39
O5 4.113 2.222 5.353  0.15
H28 4.945 3.778 1.236  0.16
H29 4.788 0.578 -0.295  0.13
H30 4.964 2.315 -0.571  0.15
H31 3.705 0.165 4.082  0.17
C22 -4.883 -1.837 -5.715  -0.04
C23 -3.985 -2.707 -4.882  -0.26
C24 -2.782 -2.226 -4.371  -0.04
C25 -1.929 -3.047 -3.650  -0.03
C26 -2.283 -4.367 -3.409  -0.25
N10 -1.382 -5.242 -2.717  0.17
C27 -0.842 -5.147 -1.496  -0.49
O6 0.180 -5.792 -1.203  0.02
N11 -1.462 -4.440 -0.463  0.16
C28 -2.071 -3.156 -0.482  -0.20
C29 -3.364 -2.909 -0.911  0.03
C30 -3.819 -1.604 -0.866  -0.01
C31 -2.978 -0.602 -0.421  -0.12
N12 -1.730 -0.812 0.010  0.03
C32 -1.315 -2.085 -0.003  -0.13
C33 -3.478 -4.866 -3.909  -0.01
C34 -4.319 -4.037 -4.633  -0.02
H32 -4.498 -0.820 -5.783  0.07
H33 -5.895 -1.803 -5.310  0.09
H34 -4.957 -2.235 -6.728  0.10
H35 -2.491 -1.199 -4.567  0.11
H36 -0.976 -2.685 -3.286  0.08
H37 -0.903 -5.919 -3.295  0.17
H38 -0.941 -4.593 0.386  0.12
H39 -3.991 -3.711 -1.277  0.14
H40 -4.824 -1.362 -1.181  0.13
H41 -3.337 0.418 -0.394  0.09
H42 -0.316 -2.281 0.366  0.07
H43 -3.745 -5.901 -3.735  0.13
H44 -5.244 -4.437 -5.030  0.13
N13 3.077 -0.986 -3.248  0.15
C35 3.433 -1.895 -2.126  -0.17
P1 1.901 -2.157 -1.096  0.48
O7 0.852 -2.577 -2.055  -0.29
O8 1.562 -0.959 -0.228  -0.39
C36 2.581 -3.560 -0.092  -0.18
N14 1.587 -4.455 0.537  0.11
H45 3.747 -1.022 -4.014  0.17
H46 3.019 0.015 -2.865  0.13
H47 2.155 -1.275 -3.595  0.15
H48 4.279 -1.506 -1.565  0.11
H49 3.695 -2.865 -2.543  0.11
H50 3.242 -3.136 0.668  0.11
H51 3.182 -4.140 -0.790  0.11
H52 1.141 -3.952 1.347  0.06
H53 2.056 -5.285 0.899  0.17
H54 0.844 -4.823 -0.145  0.07

Calculated values
* ΔE to the lowest compared entry with this formula, charge and spin: 24.4 kcal/mol
* charge: +3
* HOMO energy: -14.590 eV
* E_tot: -108145.115 eV
* 2S+1: 1
* E_LUMO: -6.576 eV
* HOMO-LUMO gap: 8.014 eV